57
Properties=species:S:1:pos:R:3:forces:R:3 method="wB97M-V/def2-TZVPD" total_charge=-1 relative_energy_kj_mol=510.2
C -0.111807 -1.221649 -2.509158 0.17 0.30 0.86
N 0.849750 -0.676361 -1.402924 0.26 -1.38 -0.21
C 1.936669 0.136898 -1.921444 -1.40 0.71 -1.48
C 1.326493 -1.650927 -0.437295 -0.31 -0.10 1.90
C 1.887831 -0.980302 0.952472 2.43 -2.62 -3.10
O 1.768874 -1.828949 2.029672 -2.15 -0.28 0.94
O -1.165624 -0.400401 -2.536898 -0.17 -0.01 -0.39
H 0.476891 -1.282759 -3.476820 -0.52 -0.12 0.80
H 1.909461 1.103566 -1.383876 1.09 -0.52 -0.28
H 2.886244 -0.342611 -2.149440 0.52 -0.21 1.20
H 1.671359 0.339770 -2.964308 -0.36 0.68 0.02
H 0.458462 -2.291505 -0.143323 0.91 0.47 0.10
H 2.124563 -2.356912 -0.775541 -0.42 0.49 -0.16
H 1.451796 -0.051861 1.130910 -0.63 1.93 0.09
H 3.028709 -0.943138 0.795979 -1.62 0.85 0.11
H -1.630525 0.720638 0.988059 -0.10 0.23 0.44
H -2.727785 -0.246342 1.308734 -0.34 -0.01 -0.13
O -2.015330 0.260042 1.757178 0.63 0.26 -0.78
H 0.687930 2.932430 -1.554714 0.05 1.48 -0.07
H 0.877996 4.554498 -1.743943 -0.56 -0.02 -0.74
O 1.117326 3.775014 -1.259904 0.48 -0.83 0.26
H 2.355974 -3.623527 1.954833 0.50 -0.28 0.35
H 3.617933 -2.926278 1.844539 0.19 -0.51 0.40
O 3.300972 -3.803601 2.117607 0.05 -0.02 -0.60
H -2.520621 1.579056 -1.223925 -0.57 -0.30 1.12
H -3.747894 2.026513 -1.856878 -0.74 -0.20 0.33
O -3.511567 1.573841 -1.031423 0.78 0.55 -1.39
H -1.868427 0.949441 3.356516 -0.14 -0.12 -0.67
H -2.037374 1.764111 4.652600 0.20 -0.47 -0.23
O -1.663124 0.943435 4.292896 -0.06 0.63 1.22
H -3.141697 -1.531012 -0.503606 -0.75 -0.26 1.40
H -3.620582 -0.268912 -0.671392 -0.84 1.82 0.04
O -3.656908 -0.887290 0.063428 1.24 -1.92 -1.51
H -1.129100 0.807053 -3.435071 0.92 -0.10 0.03
H -1.054870 1.860478 -4.626853 0.28 0.08 0.43
O -0.649297 1.655084 -3.768647 -0.81 0.32 -0.99
H -0.907221 2.130805 -2.086907 -0.30 -0.21 1.03
H -0.509343 0.829238 -1.439673 -1.48 1.44 1.04
O -0.931154 1.761619 -1.149936 2.04 -1.05 -1.74
H 2.575914 2.573031 2.669341 0.69 -1.39 0.38
H 3.346477 1.295797 3.459143 -0.70 1.51 -0.99
O 3.424631 2.138204 2.933571 0.06 -0.28 0.51
H -0.758526 -2.587861 -1.247735 -0.13 0.18 -0.71
H -0.757430 -1.280291 1.513293 -0.17 -1.25 0.09
O -0.579249 -2.521413 -2.203669 1.05 -0.53 0.14
H -2.493122 -1.353980 -2.706065 -0.77 -0.71 -0.64
H -2.961671 -2.508724 -3.646932 0.28 -0.25 -0.15
O -3.283324 -1.957997 -2.938989 0.18 1.03 0.71
H 0.900252 3.297276 0.436638 0.56 -0.94 0.66
H 0.909135 1.781235 0.328595 0.27 0.83 0.98
O 1.193413 2.496965 0.951876 -0.85 -0.16 -0.81
H -1.332204 -1.824758 2.697171 0.40 -0.88 -0.14
H 0.769762 -1.972728 2.213649 1.63 -0.04 -0.14
O -0.766624 -2.176646 1.969867 -1.03 2.12 0.17
H 1.592677 0.524970 4.805906 -0.40 1.34 0.02
H 1.489126 -0.081167 3.321672 -0.11 0.65 -0.39
O 1.595781 -0.231108 4.251145 0.55 -1.91 0.68

=====

58
Properties=species:S:1:pos:R:3:forces:R:3 method="wB97M-V/def2-TZVPD" total_charge=+1 relative_energy_kj_mol=18.3
O -0.794476 2.469434 -1.477553 0.12 -0.09 0.30
C -1.468202 1.486662 -1.335241 0.10 0.74 -1.06
O -2.764300 1.455420 -1.714982 0.22 -0.17 0.65
C -0.937832 0.153825 -0.905919 0.07 -1.08 1.51
C 0.341987 0.206890 -0.061206 -0.54 0.42 -1.27
C 1.353733 -0.802563 -0.551370 1.28 -0.37 1.69
N 1.986092 -0.594007 -1.842071 -0.91 0.93 0.25
N -2.051703 -0.620929 -0.226648 -0.79 1.01 -0.79
H -2.930434 2.329812 -2.099537 -0.20 -0.04 -0.04
H -0.716648 -0.481832 -1.759886 -0.11 0.51 -0.43
H 0.102879 0.134587 0.992331 0.16 -0.39 0.08
H 0.702357 1.224652 -0.185422 0.29 -0.06 0.08
H 1.013674 -1.826006 -0.366958 -0.49 -0.22 -0.41
H 2.131794 -0.768791 0.219014 0.12 0.16 -0.43
H 1.456261 -0.983842 -2.606085 0.34 -0.26 -0.15
H 2.960252 -0.836889 -1.819161 -0.02 -0.29 -0.34
H -2.789275 -0.628485 -0.931959 -0.07 -0.80 -0.07
H -2.561528 -0.128073 0.516226 0.70 -0.03 0.42
H -1.822204 -1.574609 0.115792 -0.15 0.21 -0.05
H -0.716545 -2.291262 -4.464078 -0.21 0.15 -0.04
H -1.678253 -1.540940 -3.466183 -0.09 0.07 -0.39
O -0.938836 -2.148758 -3.538165 0.41 -0.24 0.16
H 1.456838 0.253628 3.284879 0.01 0.04 0.20
H 2.148034 -1.048956 3.541815 -0.15 -0.04 -0.08
O 1.400555 -0.523568 3.855154 0.07 0.01 0.14
H 3.861541 1.504118 2.975834 -0.11 -0.34 0.35
H 3.175972 1.773671 1.696119 -0.34 -0.24 -0.43
O 3.163517 1.130688 2.420661 0.53 0.69 -0.28
H 1.750849 1.463973 -3.547134 -0.17 -0.47 -0.15
H 1.269843 2.811243 -3.937413 -0.01 0.23 -0.35
O 1.301322 1.910530 -4.282647 0.70 0.65 0.41
H 1.095908 3.709968 3.163597 -0.31 0.16 0.30
H 1.429712 3.809586 1.731405 -0.24 0.22 -0.39
O 0.774805 4.138927 2.362063 0.46 -0.48 -0.01
H -2.356624 -0.706746 3.201599 -0.19 0.10 -0.36
H -3.782824 -0.159843 3.243565 -0.15 0.19 -0.25
O -3.043243 -0.268206 2.636102 0.15 -0.11 0.36
H 1.915628 2.745650 -1.012773 -0.10 0.23 -0.20
H 3.229945 3.576405 -0.776636 -0.21 0.06 -0.24
O 2.691565 2.847561 -0.457336 0.26 -0.27 0.70
H -1.991796 1.017755 1.849419 -0.37 0.83 1.03
H -1.429125 2.547239 1.761529 -0.36 -0.02 0.43
O -1.365256 1.641072 1.456822 0.36 -0.26 -0.83
H -0.389046 -1.891021 4.247770 -0.03 0.48 0.24
H -0.545919 -1.683378 2.778237 0.06 0.16 0.00
O -1.047001 -1.616577 3.599428 -0.06 -0.85 -0.22
H -1.127779 -3.398960 -1.858795 0.19 0.00 -0.05
H -2.545740 -3.603948 -2.263916 -0.16 -0.17 0.11
O -2.002178 -3.516649 -1.473923 -0.08 -0.02 -0.12
H 3.583261 -2.431324 2.440668 -0.13 -0.34 -0.14
H 3.481623 -1.049943 1.886879 -0.25 0.22 -0.14
O 2.970283 -1.871710 1.946869 0.76 -0.03 0.38
H -0.446017 1.561032 -4.228538 -0.07 -0.68 0.76
H -1.065957 0.197816 -4.416426 -0.01 0.06 -0.04
O -0.983369 0.884367 -3.746966 -0.28 0.08 -1.07
H -2.135987 -3.659571 0.447003 -0.08 0.47 -0.47
H -2.160467 -3.410971 1.908395 0.00 0.71 0.36
O -2.161665 -2.918152 1.075750 0.12 -1.42 0.41

=====

Total energy, respectively: -38983.12052, -38436.85877 eV.
Max |F|, respectively: 4.7, 2.2 eV/A.
HOMO level, respectively: -6.329, -12.092 eV.